{
  "formula": "C29H46BN8Pd",
  "method": "wB97M-V/def2-TZVPD",
  "elements": ["Pd", "N", "N", "N", "N", "N", "N", "N", "N", "C", "C", "C", "C", "C", "C", "C", "C", "C", "C", "C", "C", "C", "C", "C", "C", "C", "C", "C", "C", "C", "C", "C", "C", "C", "C", "C", "C", "C", "B", "H", "H", "H", "H", "H", "H", "H", "H", "H", "H", "H", "H", "H", "H", "H", "H", "H", "H", "H", "H", "H", "H", "H", "H", "H", "H", "H", "H", "H", "H", "H", "H", "H", "H", "H", "H", "H", "H", "H", "H", "H", "H", "H", "H", "H", "H"],
  "positions_angstrom": [[-0.1734, -0.1802, -0.1695], [-0.4501, 0.5000, -2.5161], [-1.1044, -0.0677, -6.5987], [-1.0343, 0.7456, 1.6335], [1.4043, -0.8737, 2.3243], [-0.8772, 0.0444, 2.7828], [1.5691, -0.4041, 1.0703], [-0.6092, -2.3178, 1.9377], [-0.7923, -2.1608, 0.6007], [-1.6111, -3.6244, -1.3138], [-1.5037, 0.1635, 5.1999], [-1.4938, 0.6748, 3.7966], [2.7556, -1.4000, 4.3557], [0.3956, 0.0520, -4.7204], [-1.3384, -2.4311, -2.2100], [4.9151, 0.6779, -0.2348], [-0.8879, 0.1413, -5.2806], [2.8708, -0.1681, 0.8764], [0.5531, 0.2354, -3.3699], [-3.1008, -3.9853, -1.3997], [3.5511, -0.4835, 2.0567], [-1.6708, 0.6140, -3.0664], [3.3571, -0.8495, -1.4481], [2.5908, -0.9320, 2.9470], [-1.7324, 1.8527, 1.9271], [-1.3953, -4.2246, 1.1828], [-0.8959, -4.0669, 3.7165], [-1.2659, -3.3180, 0.1238], [-0.9691, -3.5587, 2.3116], [-3.6249, 3.0223, 0.8353], [2.7013, 1.5461, -0.9543], [-1.6016, 4.2965, 1.6033], [3.4459, 0.3059, -0.4384], [-0.7647, -4.8137, -1.7836], [-1.9370, 0.4548, -4.4024], [-2.0963, 2.9789, 0.9885], [-2.0548, 1.8256, 3.2897], [-1.4662, 2.8078, -0.3811], [-0.0085, -1.2234, 2.8367], [0.2999, -4.5668, -1.7637], [-1.8343, 3.5726, -1.0676], [-0.9212, -5.6894, -1.1514], [1.2584, -0.1493, -5.3437], [3.7536, -0.5473, -2.4219], [-1.5904, -2.6634, -3.2472], [4.6109, -0.4083, 2.2419], [-3.7239, -3.1341, -1.1132], [-3.9161, 3.8661, 0.2040], [-2.0899, 4.4983, 2.5587], [-1.9490, -0.8305, 5.2601], [-0.2825, -2.1535, -2.1797], [-1.7500, -5.2430, 1.1365], [-0.3771, 2.8831, -0.3408], [-3.3554, -4.2712, -2.4233], [0.1281, -4.0626, 4.0932], [0.0558, -1.6218, 3.9586], [-2.0846, 0.8383, 5.8244], [3.9360, -1.7059, -1.0964], [2.3263, -1.1861, -1.5715], [-2.0134, 0.0720, -6.9996], [-1.9490, -1.5828, -1.9035], [-1.5029, -3.4647, 4.3940], [-4.1123, 3.1387, 1.8053], [-3.3461, -4.8203, -0.7423], [-1.0381, -5.0810, -2.8072], [-1.2657, -5.0897, 3.7418], [1.5460, 0.1890, -2.9430], [2.4234, -2.4322, 4.4750], [-3.9995, 2.1006, 0.3801], [-0.4945, 0.1010, 5.6092], [-2.6126, 2.5654, 3.8437], [5.3369, 1.0440, -1.1725], [-2.4871, 0.8494, -2.3961], [-2.9499, 0.5719, -4.7694], [2.6756, 2.3254, -0.1911], [-1.7487, 1.8485, -0.7947], [-0.5224, 4.2678, 1.7722], [3.8053, -1.3430, 4.6344], [5.0211, 1.4639, 0.5162], [2.1823, -0.7838, 5.0493], [-1.8243, 5.1269, 0.9280], [-0.3382, -0.2304, -7.2261], [3.2016, 1.9466, -1.8390], [5.5035, -0.1857, 0.0842], [1.6746, 1.3299, -1.2451]],
  "forces_ev_per_angstrom": [[-0.08, -0.23, 0.80], [0.06, -0.15, 0.15], [0.03, 0.02, 0.08], [-0.03, 0.35, -0.42], [-0.15, 0.03, 0.03], [0.00, -0.22, -0.02], [0.11, 0.07, -0.58], [0.03, -0.01, 0.21], [0.06, 0.23, -0.24], [0.00, 0.03, 0.00], [0.01, -0.02, -0.05], [0.03, 0.00, 0.07], [-0.04, 0.01, -0.05], [-0.01, 0.01, -0.09], [-0.03, -0.12, 0.01], [0.07, -0.01, 0.01], [0.00, 0.00, -0.06], [-0.06, 0.02, 0.14], [0.02, 0.12, 0.00], [-0.01, 0.01, 0.00], [0.15, -0.04, -0.04], [0.06, 0.07, -0.03], [0.09, 0.03, 0.09], [0.05, 0.04, 0.04], [0.00, -0.11, 0.14], [-0.01, -0.05, -0.03], [0.01, 0.07, -0.08], [-0.05, -0.11, 0.07], [-0.03, -0.08, -0.03], [-0.01, -0.01, 0.05], [0.10, -0.03, 0.13], [-0.05, 0.04, 0.03], [0.00, 0.00, 0.01], [0.03, -0.05, 0.00], [-0.04, 0.04, -0.05], [-0.05, 0.04, 0.02], [-0.04, 0.15, 0.01], [0.04, 0.09, 0.06], [0.00, 0.04, -0.09], [-0.04, -0.02, 0.01], [0.05, 0.03, 0.03], [0.00, 0.03, -0.04], [-0.03, -0.01, 0.05], [-0.03, 0.00, 0.04], [0.00, 0.00, 0.03], [-0.11, 0.00, 0.00], [0.02, -0.05, 0.00], [0.02, -0.06, 0.03], [0.04, 0.00, -0.06], [0.01, 0.03, -0.01], [0.01, 0.02, -0.02], [0.02, 0.10, -0.02], [0.01, -0.07, -0.02], [0.00, 0.02, 0.04], [-0.04, 0.00, -0.02], [0.01, 0.04, -0.07], [-0.01, 0.00, 0.00], [-0.01, 0.03, -0.02], [-0.05, -0.05, -0.02], [-0.01, 0.00, -0.01], [0.00, 0.00, 0.01], [0.02, -0.02, -0.03], [0.01, 0.00, -0.06], [0.00, 0.01, -0.03], [0.02, 0.01, 0.03], [0.00, 0.00, 0.01], [-0.09, -0.07, -0.09], [0.01, 0.03, -0.01], [0.02, 0.06, 0.02], [-0.02, 0.01, -0.02], [0.06, -0.08, -0.06], [0.00, -0.02, 0.02], [-0.03, -0.03, 0.04], [0.05, -0.02, 0.04], [0.03, 0.02, -0.02], [-0.01, -0.18, -0.12], [-0.05, 0.00, -0.02], [0.00, -0.01, 0.00], [0.00, -0.02, -0.05], [0.01, -0.01, -0.02], [0.01, -0.04, 0.04], [0.00, 0.01, 0.00], [0.01, -0.02, 0.02], [-0.03, 0.06, -0.03], [-0.16, 0.00, 0.09]],
  "mulliken_spin": [1.3127, 0.0003, 0.0019, 0.1952, 0.0114, 0.0116, 0.1917, 0.0068, 0.1935, -0.0296, 0.0000, 0.0105, 0.0000, -0.0022, 0.0356, 0.0015, 0.0009, -0.0252, 0.0230, 0.0016, 0.0180, 0.0183, -0.0224, 0.0145, 0.0054, 0.0165, -0.0001, -0.0060, 0.0086, 0.0018, -0.0241, 0.0011, 0.0243, 0.0009, 0.0058, -0.0388, 0.0203, 0.0309, -0.0484, -0.0003, 0.0019, -0.0002, 0.0002, 0.0002, 0.0013, 0.0022, -0.0004, -0.0002, 0.0000, -0.0001, -0.0004, 0.0010, -0.0038, 0.0000, 0.0000, -0.0001, 0.0005, -0.0011, 0.0212, -0.0001, -0.0043, 0.0000, -0.0004, -0.0002, 0.0000, 0.0004, -0.0050, 0.0000, -0.0003, 0.0001, 0.0015, -0.0004, -0.0101, 0.0000, 0.0011, 0.0037, -0.0005, 0.0004, -0.0006, -0.0001, 0.0001, -0.0001, -0.0005, -0.0005, 0.0261],
  "gap_ha": [0.3550, 0.2592],
  "total_energy_ev": -46894.6193,
  "charge": 1,
  "multiplicity": 3,
  "s2": 2.00
}